Entry 1:
The following is a DFT calculation (ωB97M-V/def2-TZVPD) of a 2-piece molecular cluster, C6H14ClNOS2 overall.

Values from the calculation:
gap between HOMO and LUMO	8.971	eV
multiplicity	1
energy relative to the best compared isomer or geometry (same formula, charge and spin)	28.5	kJ/mol
F_max	5.06	eV/Å
total charge	0

Each line ends with the Löwdin charge.
Atoms and positions in Å:
C1 -3.823 -1.801 -2.910  -0.6436
H1 2.774 1.511 -0.349  0.0660
H2 2.703 2.286 4.766  0.0315
C2 2.890 1.359 0.708  -0.0604
H3 -2.362 -1.085 -4.132  0.1066
S1 -1.462 -0.814 -1.796  0.7250
H4 1.421 -0.547 -0.226  0.0719
H5 3.374 2.705 3.048  0.0476
S2 1.635 0.945 3.060  0.8742
H6 -2.011 -2.766 -3.233  0.0795
C3 -2.354 -1.733 -3.233  -0.3862
H7 0.677 -0.109 -2.333  0.0924
C4 1.903 0.867 1.368  -0.7635
H8 0.300 -1.655 -3.102  0.0472
C5 3.036 1.895 3.785  -0.3851
H9 3.558 2.040 1.193  0.0317
H10 3.926 1.210 3.937  0.0529
H11 -4.277 -2.406 -3.613  0.0372
H12 -4.393 -0.803 -2.979  0.1148
O1 -2.018 0.475 -1.832  -0.4692
Cl1 -3.940 -2.543 -1.289  0.5520
H13 0.333 -0.731 1.331  0.0829
N1 -0.089 -0.782 -2.765  -0.2452
H14 0.053 0.648 0.046  0.0881
C6 0.860 -0.009 0.609  -0.1482

***

Entry 2:
The following is a DFT calculation (ωB97M-V/def2-TZVPD) of C13H39ClHfN7O4P2 as an isolated structure.

Values from the calculation:
gap between HOMO and LUMO (spin up / spin down)	4.024 / 3.781	eV
multiplicity	2
⟨S²⟩	0.75
F_max	8.32	eV/Å
total charge	+2

Each line ends with the Löwdin spin population.
Atoms and positions in Å:
H1 -14.384 -12.631 -10.035  0.0000
H2 -14.314 -9.908 -12.310  0.0001
H3 -15.411 -13.222 -11.312  0.0000
H4 -15.091 -10.143 -20.156  0.0000
C1 -9.543 -7.314 -15.767  -0.0001
H5 -13.672 -15.146 -13.119  0.0004
H6 -12.598 -15.819 -11.890  0.0000
H7 -10.235 -8.540 -20.114  0.0000
H8 -9.394 -9.267 -18.764  0.0000
H9 -9.459 -8.236 -16.342  0.0000
H10 -14.287 -15.896 -11.671  0.0000
Hf1 -10.891 -13.141 -15.473  0.9312
C2 -13.843 -9.556 -16.282  0.0002
C3 -14.170 -10.658 -20.428  0.0000
H11 -15.001 -14.330 -10.104  0.0000
C4 -14.356 -12.537 -19.045  0.0001
H12 -11.405 -9.773 -11.976  0.0000
H13 -13.415 -7.321 -18.201  0.0000
Cl1 -10.364 -10.476 -14.650  -0.0001
P1 -12.358 -10.798 -18.403  0.0014
H14 -14.541 -11.207 -21.293  0.0000
P2 -12.151 -12.817 -11.846  0.0026
H15 -13.834 -13.278 -18.439  0.0001
C5 -13.934 -10.916 -12.475  0.0005
N1 -13.505 -11.539 -19.500  0.0000
H16 -12.466 -11.942 -9.132  0.0000
N2 -13.279 -9.468 -17.733  0.0003
N3 -13.503 -13.916 -11.519  0.0002
H17 -13.334 -8.518 -19.559  0.0000
H18 -10.499 -15.049 -10.939  0.0001
H19 -12.648 -9.374 -10.773  0.0000
N4 -11.109 -10.323 -19.516  0.0019
C6 -11.788 -12.796 -9.156  0.0001
O1 -11.588 -6.711 -14.833  0.0000
H20 -9.742 -14.472 -9.522  0.0000
H21 -14.366 -8.631 -16.041  0.0000
H22 -9.398 -7.496 -14.702  -0.0001
N5 -10.945 -6.828 -15.875  0.0000
H23 -11.054 -8.404 -18.669  0.0000
C7 -14.577 -13.498 -10.667  0.0000
C8 -10.794 -10.843 -20.814  0.0001
O2 -11.438 -13.066 -13.103  0.0313
H24 -10.069 -11.647 -20.688  0.0000
N6 -11.221 -13.105 -10.457  0.0003
C9 -10.115 -14.134 -10.488  0.0003
H25 -14.844 -13.001 -19.902  0.0000
C10 -10.384 -9.091 -19.186  0.0001
H26 -11.643 -11.246 -21.365  0.0000
H27 -14.851 -8.266 -18.671  0.0000
O3 -11.342 -6.489 -16.978  0.0000
H28 -12.450 -13.583 -8.794  0.0000
O4 -11.852 -11.621 -17.312  0.0281
H29 -8.830 -6.513 -15.962  0.0000
C11 -13.505 -15.235 -12.045  0.0005
H30 -10.432 -10.130 -21.554  0.0001
H31 -11.239 -10.510 -10.438  0.0000
H32 -13.709 -11.017 -13.536  0.0004
C12 -13.765 -8.279 -18.587  0.0000
H33 -14.724 -11.644 -12.287  0.0000
H34 -9.307 -13.884 -11.176  0.0001
N7 -12.792 -11.258 -11.631  -0.0007
H35 -10.954 -12.516 -8.513  0.0000
H36 -14.554 -10.349 -16.050  0.0000
C13 -11.993 -10.162 -11.145  0.0000
H37 -13.432 -9.944 -20.793  0.0000
H38 -12.924 -9.620 -15.698  0.0001
H39 -15.167 -12.005 -18.546  0.0000

***

Entry 3:
The following is a DFT calculation (ωB97M-V/def2-TZVPD) of one molecule with the formula C2H3ClO2.

Values from the calculation:
gap between HOMO and LUMO	9.920	eV
multiplicity	1
energy relative to the best compared isomer or geometry (same formula, charge and spin)	287.6	kJ/mol
F_max	6.45	eV/Å
total charge	0

Each line ends with the Löwdin charge.
Atoms and positions in Å:
C1 -0.187 0.750 -0.046  0.0322
H1 -0.078 1.754 -0.284  0.0613
O1 1.196 -1.608 -0.021  -0.0836
C2 1.299 -0.207 0.238  -0.9199
O2 0.482 0.363 1.223  -0.1167
H2 0.591 -1.898 0.816  0.1844
Cl1 2.850 0.328 -0.110  0.7817
H3 -1.038 0.223 -0.291  0.0606